Entry 1:
DFT (ωB97M-V/def2-TZVPD) results for a cluster of 3 separate species, C23H53ClN6O5PS in total at a distorted geometry.

The geometry in ORCA input format:
```
! RIJCOSX wB97M-V def2-TZVPD def2/J DEFGRID3
* xyz 1 1
C -2.2601 -5.3629 2.3237
C -2.6671 -4.8183 0.8445
C -2.2825 -3.2621 0.8116
Cl -0.4603 -3.1566 1.1063
N -2.7507 -2.5208 -0.3956
C -3.4041 -3.2912 -1.5000
C -2.9853 -2.3399 -2.7552
P -3.3056 -3.0658 -4.4672
O -4.1915 -1.8800 -5.3556
O -1.9126 -3.5003 -5.3328
S -4.4643 -4.6433 -4.3698
N -1.5577 -2.0890 -2.3044
C -0.6786 -1.3296 -3.2401
C 0.6802 -2.1291 -3.6612
O 0.8745 -2.5034 -4.8510
N 1.7859 -2.4186 -2.7125
C 1.4069 -3.4497 -1.6973
C 2.2950 -1.1531 -2.0999
C -1.8049 -1.5262 -0.9725
N -1.3848 -0.4104 -0.3934
C -1.7880 0.0361 0.9946
O -3.2273 0.3331 0.9067
O -3.4952 1.5762 1.3978
H -1.1582 -5.6757 2.3833
H -2.4449 -4.5130 3.0757
H -2.9389 -6.2276 2.6231
H -1.9294 -5.3466 0.1267
H -3.7577 -5.0361 0.5885
H -2.8106 -2.7761 1.7180
H -4.5148 -3.2242 -1.2656
H -2.9581 -4.2909 -1.8338
H -3.5342 -1.3309 -2.6750
H -4.3640 -1.0874 -4.7954
H -1.9574 -3.0019 -6.1907
H -0.3240 -0.3132 -2.8609
H -1.2053 -1.1237 -4.2479
H 0.3200 -3.7914 -1.7407
H 2.0679 -4.3827 -1.8468
H 1.6744 -3.0130 -0.6602
H 2.1262 -0.3211 -2.8875
H 1.6882 -0.8744 -1.1704
H 3.4190 -1.2463 -1.9266
H -0.7465 0.2240 -0.8923
H -1.1736 0.9705 1.2668
H -1.6900 -0.7873 1.7738
H -3.0164 2.2277 0.8290
C 4.2683 1.5821 -4.9395
C 5.0088 1.9289 -3.6523
N 5.9510 0.9059 -3.2025
C 6.4655 1.1604 -1.8579
C 7.3294 2.4054 -1.6512
C 6.9518 0.4789 -4.1777
C 7.8926 1.5450 -4.7386
H 3.7105 0.6473 -4.8353
H 3.5534 2.3743 -5.1782
H 4.9449 1.4929 -5.7918
H 4.2464 2.0694 -2.8767
H 5.5004 2.9001 -3.7881
H 7.0306 0.2839 -1.5183
H 5.6127 1.2233 -1.1737
H 8.3392 2.2646 -2.0367
H 7.4281 2.6097 -0.5808
H 6.8983 3.2960 -2.1122
H 6.4332 0.0054 -5.0179
H 7.5523 -0.3303 -3.7483
H 7.3780 2.4779 -4.9752
H 8.3481 1.1821 -5.6644
H 8.7107 1.7635 -4.0521
C -3.9095 5.6360 6.9996
C -3.9710 4.5428 5.9389
N -2.7312 3.7867 5.7835
C -2.7425 2.9133 4.6136
C -3.7435 1.7570 4.5977
C -2.1876 3.1870 6.9994
C -3.0691 2.1905 7.7521
H -3.1127 6.3519 6.7828
H -4.8556 6.1828 7.0195
H -3.7522 5.2294 8.0010
H -4.2026 5.0349 4.9874
H -4.8204 3.8869 6.1672
H -1.7351 2.5043 4.4617
H -2.9273 3.5322 3.7291
H -3.4207 0.9348 5.2375
H -3.8210 1.3538 3.5839
H -4.7456 2.0653 4.9008
H -1.9183 3.9932 7.6894
H -1.2303 2.7066 6.7685
H -4.1095 2.5135 7.8154
H -2.7021 2.0762 8.7762
H -3.0394 1.2002 7.2967
*
```

Output
E_HOMO ... -9.84 eV
Electronic energy ... -2812.13486 a.u.
Gap between HOMO and LUMO ... 5.80 eV


Entry 2:
DFT (ωB97M-V/def2-TZVPD) results for a cluster of 3 separate species, C23H53I2N7O4P2 in total at a distorted geometry.

The geometry in ORCA input format:
```
! RIJCOSX wB97M-V def2-TZVPD def2/J DEFGRID3
* xyz 0 1
C -1.0192 0.2811 3.4905
C -1.2715 1.2265 2.4547
C -1.4249 2.1875 1.0944
C -2.2012 1.2705 -0.0209
O -3.0359 2.0169 -0.9743
C -4.1832 2.6713 -0.3262
C -5.6553 2.1348 -0.8149
C -6.0245 0.6048 -0.3571
C -5.3265 -0.5748 -1.2704
I -5.6534 0.1458 1.7505
C -1.0725 0.4567 -0.9470
N -0.2169 -0.4964 -0.1348
C -0.0578 1.4594 -1.7621
C 0.9601 0.6135 -2.7850
O 0.6443 0.2620 -4.0345
I 2.9638 0.1342 -1.9259
H -0.9321 -0.7233 4.0970
H -2.0881 3.1087 1.4623
H -0.4081 2.6480 0.7431
H -2.8632 0.4043 0.4658
H -4.1611 2.6695 0.8447
H -4.1294 3.8200 -0.6472
H -6.5211 2.9132 -0.5514
H -5.6202 2.1233 -2.0084
H -7.2008 0.4850 -0.5220
H -5.3763 -1.5767 -0.6256
H -4.2325 -0.3443 -1.6158
H -6.0784 -0.7685 -2.1770
H -1.6130 -0.2076 -1.7767
H -0.8087 -0.8892 0.6324
H 0.5167 0.0966 0.3132
H 0.6848 2.0654 -1.0505
H -0.6491 2.3070 -2.3596
C -5.0052 -7.3047 2.1584
N -4.2879 -6.0783 1.8835
C -3.6144 -6.1385 0.5928
P -4.0309 -4.6908 2.8007
O -5.0136 -3.8770 1.9235
N -5.0281 -4.5754 4.1976
C -5.5767 -5.6771 4.9691
C -6.0456 -3.5030 4.1975
N -2.9012 -5.6263 3.8092
C -1.6596 -4.8295 3.8657
C -2.5219 -7.0293 3.7794
H -4.3338 -8.1672 2.0968
H -5.8074 -7.4697 1.4342
H -5.4586 -7.3475 3.1445
H -2.5356 -6.2593 0.7357
H -3.7782 -5.2183 0.0228
H -3.9621 -6.9664 -0.0350
H -6.4359 -6.1336 4.4687
H -5.9282 -5.3279 5.9486
H -4.8407 -6.4463 5.2022
H -6.8951 -3.7643 3.5613
H -5.6185 -2.5541 3.8526
H -6.4293 -3.3039 5.2062
H -1.1628 -4.8257 2.8891
H -0.9557 -5.2010 4.6194
H -1.8867 -3.7939 4.1365
H -2.1050 -7.3400 2.8182
H -3.3485 -7.6843 4.0621
H -1.7554 -7.2397 4.5385
C 5.8219 2.7791 -3.0908
N 5.7180 4.0952 -2.4978
C 4.3305 4.5345 -2.4275
P 6.8818 5.1973 -1.9846
O 6.5618 4.9081 -0.4976
N 8.4691 4.5442 -1.8721
C 9.0208 3.4561 -2.6606
C 9.0396 4.4222 -0.5139
N 7.2496 5.5299 -3.6942
C 7.1916 6.9980 -3.8389
C 6.7300 4.9467 -4.9202
H 5.3455 2.7605 -4.0762
H 5.3224 2.0239 -2.4781
H 6.8409 2.4355 -3.2438
H 4.1402 5.3048 -3.1818
H 4.1047 4.9614 -1.4450
H 3.6138 3.7224 -2.5926
H 8.6617 2.4824 -2.3140
H 10.1156 3.4369 -2.5832
H 8.8249 3.5571 -3.7278
H 8.6071 3.5731 0.0217
H 8.8715 5.3358 0.0682
H 10.1282 4.2851 -0.5388
H 6.1589 7.3513 -3.7425
H 7.5952 7.3421 -4.7981
H 7.7904 7.4789 -3.0595
H 5.6454 5.0416 -5.0137
H 7.0295 3.9033 -5.0377
H 7.1668 5.4406 -5.7997
*
```

Output
E_HOMO ... -7.67 eV
SMILES ... C#CC[C@@H](OCC[C@@H](C)I)[C@H](N)CC(=O)I.CN(C)P(=O)(N(C)C)N(C)C.CN(C)P(=O)(N(C)C)N(C)C
Electronic energy ... -2869.88817 a.u.
Gap between HOMO and LUMO ... 6.63 eV
Energy above the lowest of the compared OMol25 structures with the same formula, charge and spin ... 980.34 kJ/mol


Entry 3:
DFT (ωB97M-V/def2-TZVPD) results for a cluster of 8 separate species, C23H53N2O10S7 in total at a distorted geometry.

The geometry in ORCA input format:
```
! RIJCOSX wB97M-V def2-TZVPD def2/J DEFGRID3
* xyz 1 1
C 2.7307 -1.7373 2.7644
C 2.3941 -1.4135 1.2052
C 3.3032 -0.3017 0.5013
N 1.4170 -2.1265 0.6259
C 0.2422 -1.3425 0.3420
C 0.0537 0.1931 0.5804
C -1.2691 0.9290 0.1839
C -1.4961 2.4971 0.3622
O -2.6099 3.0534 0.5345
O -0.3318 3.3480 0.2834
C -2.4105 0.0456 -0.4357
O -3.6601 0.6162 -0.8272
C -2.1485 -1.4746 -0.6208
N -0.8926 -2.0840 -0.2308
H 2.4518 -2.8323 2.9468
H 2.2344 -1.0037 3.4872
H 3.8903 -1.6975 2.8289
H 4.2410 -0.7144 -0.0147
H 3.5584 0.4783 1.3250
H 2.6642 0.2867 -0.2705
H 0.8986 0.8075 1.0552
H -0.3619 3.9062 1.1015
H -3.6437 0.5744 -1.8203
H -2.9827 -2.1028 -1.0927
H -0.8026 -3.1045 -0.3860
C 2.6346 0.7124 -4.4213
S 1.9649 0.5118 -2.7575
O 2.5164 -0.7648 -2.2033
C 0.2664 0.1864 -3.2765
H 3.7084 0.8894 -4.3421
H 2.4591 -0.1905 -5.0049
H 2.1620 1.5693 -4.9039
H 0.2371 -0.6861 -3.9321
H -0.1310 1.0605 -3.7958
H -0.3350 -0.0087 -2.3867
C 3.1380 -3.2955 7.3075
S 2.1690 -4.1817 6.0691
O 2.2114 -3.3767 4.8052
C 0.5636 -3.8902 6.8422
H 4.1863 -3.3156 7.0049
H 2.8005 -2.2598 7.3753
H 3.0321 -3.7892 8.2750
H 0.3845 -2.8175 6.9383
H 0.5398 -4.3648 7.8247
H -0.2087 -4.3310 6.2100
C -6.3304 3.6541 -3.3026
S -5.8363 1.9214 -3.4224
O -4.5515 1.8719 -4.1885
C -7.1587 1.4263 -4.5476
H -5.6120 4.1746 -2.6679
H -6.3349 4.1103 -4.2944
H -7.3230 3.7201 -2.8539
H -7.1122 2.0198 -5.4627
H -8.1250 1.5639 -4.0589
H -7.0258 0.3718 -4.7932
C 5.5272 0.2062 7.3759
S 4.4793 -0.2331 8.7801
O 3.0704 -0.3068 8.2829
C 4.6632 1.3373 9.6515
H 5.5284 -0.6274 6.6721
H 5.1348 1.0969 6.8816
H 6.5458 0.3869 7.7234
H 4.3239 2.1584 9.0172
H 5.7096 1.4822 9.9265
H 4.0541 1.3032 10.5558
C -1.8139 -4.7610 2.8393
S -2.7659 -5.6618 1.5961
O -2.7166 -4.8656 0.3298
C -4.3809 -5.3768 2.3510
H -0.7626 -4.7758 2.5469
H -2.1593 -3.7268 2.8970
H -1.9259 -5.2495 3.8087
H -4.5686 -4.3048 2.4386
H -4.4114 -5.8456 3.3362
H -5.1435 -5.8267 1.7138
C 1.3664 0.6781 -9.2957
S 1.8558 -0.8148 -8.4049
O 1.9695 -0.4556 -6.9564
C 3.5304 -0.8947 -9.0751
H 0.3504 0.9403 -8.9976
H 2.0406 1.4997 -9.0461
H 1.3895 0.4859 -10.3696
H 4.0716 0.0236 -8.8390
H 3.4848 -1.0368 -10.1564
H 4.0432 -1.7438 -8.6211
C -0.7604 6.1268 -3.2436
S -1.4667 5.9444 -1.5904
O -0.9302 4.6657 -1.0071
C -3.1554 5.6196 -2.1419
H 0.3118 6.3006 -3.1433
H -0.9273 5.2166 -3.8230
H -1.2193 6.9809 -3.7450
H -3.1744 4.7399 -2.7890
H -3.5387 6.4897 -2.6786
H -3.7756 5.4359 -1.2630
*
```

Output
E_HOMO ... -10.47 eV
Electronic energy ... -4556.70850 a.u.
Gap between HOMO and LUMO ... 7.04 eV